Entry 1:
Density functional theory data (wB97M-V/def2-TZVPD) for C17H37N2OPRbS4Sb3 as an isolated structure.

Calculated values
Energy   -96160.318 eV
Molar mass   895.5 g mol⁻¹
Charge   -2
LUMO energy   3.67 eV
Highest occupied orbital energy   -1.3 eV
Relative energy (zero: lowest compared OMol25 entry of this formula, charge and spin)   0.00 kJ/mol

Last column: Löwdin charge in e.
Positions of all 66 atoms, in Å:
Rb: 0.427 -0.644 0.476  0.38
C: 3.847 0.978 -3.951  -0.35
Sb: 2.094 1.050 -2.672  1.33
C: 3.269 0.859 -0.880  -0.34
C: 2.026 3.230 -2.587  -0.34
C: 1.215 3.755 -3.729  -0.31
C: 1.820 3.878 -4.980  -0.09
C: 1.112 4.263 -6.109  -0.12
C: -0.243 4.538 -5.986  -0.12
C: -0.852 4.441 -4.746  -0.07
C: -0.158 4.058 -3.590  -0.29
C: -0.880 3.961 -2.302  -0.32
Sb: -1.459 1.848 -1.576  1.12
C: -3.353 2.636 -0.972  -0.36
C: -2.013 1.326 -3.596  -0.35
H: 3.579 1.200 -4.984  -0.02
H: 4.266 -0.029 -3.905  -0.01
H: 4.597 1.693 -3.607  -0.01
H: 4.216 1.386 -1.011  0.00
H: 3.457 -0.201 -0.706  -0.01
H: 2.738 1.286 -0.026  -0.03
H: 3.058 3.585 -2.626  0.06
H: 1.604 3.483 -1.616  0.04
H: 2.879 3.652 -5.063  0.10
H: 1.611 4.342 -7.068  0.08
H: -0.824 4.833 -6.852  0.09
H: -1.908 4.670 -4.652  0.10
H: -1.825 4.505 -2.357  0.04
H: -0.298 4.370 -1.472  0.04
H: -3.871 3.036 -1.846  0.00
H: -3.184 3.422 -0.237  -0.01
H: -3.929 1.838 -0.510  -0.03
H: -2.602 2.133 -4.035  -0.01
H: -2.603 0.412 -3.565  -0.04
H: -1.117 1.176 -4.202  -0.02
N: 0.929 -0.059 3.363  -0.07
C: 1.689 1.103 3.796  -0.31
C: 1.134 2.382 3.182  -0.31
N: 1.017 2.291 1.721  -0.04
H: -0.078 0.123 3.346  -0.03
H: 1.081 -0.870 3.948  0.06
H: 2.733 0.985 3.480  0.10
H: 1.696 1.245 4.889  0.10
H: 1.811 3.202 3.439  0.10
H: 0.161 2.593 3.643  0.09
H: 0.991 3.228 1.333  0.06
H: 0.084 1.906 1.528  -0.10
S: -1.594 -2.657 2.131  -0.36
Sb: -3.009 -0.956 1.361  -0.28
S: -2.645 -0.895 -1.001  -0.23
S: -2.117 1.091 2.118  -0.20
S: -5.227 -1.203 1.856  -0.37
C: -0.365 -3.885 -1.252  -0.20
P: 0.726 -3.023 -2.380  0.49
C: 1.496 -4.331 -3.377  -0.19
C: -0.326 -2.110 -3.511  -0.20
O: 1.768 -2.176 -1.716  -0.49
H: -1.046 -4.534 -1.805  0.06
H: -0.972 -3.178 -0.675  -0.05
H: 0.228 -4.480 -0.556  0.06
H: 0.748 -4.954 -3.869  0.04
H: 2.105 -4.951 -2.718  0.04
H: 2.143 -3.875 -4.128  0.04
H: -1.019 -2.775 -4.028  0.06
H: 0.287 -1.565 -4.230  0.04
H: -0.912 -1.404 -2.915  -0.03

=====

Entry 2:
Density functional theory data (wB97M-V/def2-TZVPD) for a 11-piece molecular cluster, C17H38Cl20O6SSi overall.

Calculated values
Energy   -299692.820 eV
Molar mass   1107.7 g mol⁻¹
LUMO energy   0.36 eV
Highest occupied orbital energy   -9.8 eV
Relative energy (zero: lowest compared OMol25 entry of this formula, charge and spin)   0.00 kJ/mol

Last column: Löwdin charge in e.
Positions of all 83 atoms, in Å:
C: -3.635 -0.327 2.965  -0.16
Si: -2.771 0.145 1.396  0.39
C: -1.362 1.318 1.692  -0.16
C: -2.141 -1.398 0.571  -0.14
O: -3.916 0.807 0.314  -0.44
S: -4.408 2.338 0.334  0.88
O: -4.421 2.745 1.731  -0.41
O: -5.902 2.036 -0.163  -0.31
C: -6.810 1.352 0.728  -0.24
O: -7.835 0.811 -0.026  -0.05
C: -7.500 -0.225 -0.936  -0.22
O: -7.912 -1.471 -0.473  -0.09
C: -6.911 -2.355 0.020  -0.19
C: -7.552 -3.356 0.955  -0.23
O: -7.442 -2.956 2.322  -0.06
H: -4.336 -1.148 2.792  0.03
H: -4.197 0.512 3.380  0.03
H: -2.905 -0.660 3.706  0.04
H: -1.486 2.269 1.170  0.03
H: -1.282 1.549 2.754  0.04
H: -0.446 0.843 1.346  -0.03
H: -1.944 -2.120 1.370  0.04
H: -1.201 -1.215 0.045  0.00
H: -2.847 -1.851 -0.123  0.03
H: -6.254 0.596 1.288  0.12
H: -7.247 2.080 1.407  0.14
H: -8.053 -0.014 -1.849  0.14
H: -6.424 -0.210 -1.136  0.14
H: -6.412 -2.864 -0.811  0.07
H: -6.166 -1.798 0.596  0.12
H: -8.602 -3.456 0.675  0.13
H: -7.065 -4.328 0.865  0.10
H: -8.288 -2.610 2.612  0.08
C: 1.939 -1.375 0.731  -1.03
Cl: 1.699 -0.662 2.333  0.53
Cl: 1.565 -0.241 -0.571  0.51
H: 2.980 -1.663 0.637  -0.01
H: 1.284 -2.233 0.640  -0.04
C: 4.936 0.202 -2.819  -1.03
Cl: 6.529 0.963 -2.945  0.50
Cl: 4.916 -1.083 -1.607  0.51
H: 4.218 0.954 -2.519  -0.04
H: 4.688 -0.226 -3.783  0.03
C: 9.171 2.277 -0.368  -1.03
Cl: 10.773 3.035 -0.437  0.50
Cl: 9.107 0.943 0.785  0.51
H: 8.449 3.026 -0.066  -0.01
H: 8.942 1.887 -1.352  -0.01
C: 8.897 6.526 -0.844  -1.01
Cl: 7.424 5.812 -0.174  0.51
Cl: 10.175 6.651 0.367  0.53
H: 9.252 5.888 -1.644  0.02
H: 8.665 7.522 -1.201  0.03
C: 13.655 5.702 0.793  -1.05
Cl: 14.435 6.040 -0.759  0.50
Cl: 14.316 4.268 1.585  0.50
H: 13.814 6.554 1.443  0.02
H: 12.603 5.533 0.604  -0.06
C: 3.682 3.825 -0.963  -1.01
Cl: 2.299 3.165 -1.854  0.51
Cl: 4.665 2.570 -0.199  0.51
H: 4.308 4.362 -1.666  0.03
H: 3.312 4.477 -0.181  -0.07
C: -5.571 -6.193 -1.961  -1.00
Cl: -4.549 -4.826 -1.501  0.53
Cl: -7.267 -5.723 -2.150  0.53
H: -5.221 -6.579 -2.910  0.02
H: -5.510 -6.942 -1.182  0.03
C: -9.180 -7.930 -4.676  -1.04
Cl: -10.438 -9.041 -4.125  0.51
Cl: -7.611 -8.724 -4.864  0.49
H: -9.474 -7.532 -5.639  0.02
H: -9.069 -7.146 -3.938  -0.02
C: 2.818 5.590 2.959  -0.99
Cl: 2.469 3.897 2.608  0.53
Cl: 3.183 6.510 1.487  0.53
H: 1.948 6.036 3.423  0.03
H: 3.686 5.638 3.604  0.03
C: 2.625 -5.469 0.610  -1.00
Cl: 3.293 -4.576 1.980  0.53
Cl: 1.031 -4.865 0.128  0.53
H: 3.296 -5.356 -0.233  0.03
H: 2.518 -6.508 0.896  0.02

=====

Entry 3:
Density functional theory data (wB97M-V/def2-TZVPD) for a 2-piece molecular cluster, C17H38N2O7P overall at a distorted geometry.

Calculated values
Energy   -44844.155 eV
Molar mass   413.5 g mol⁻¹
LUMO energy (spin up / spin down)   0.44 / -0.35 eV
Highest occupied orbital energy (spin up / spin down)   -9.0 / -9.1 eV
Spin multiplicity   2
Relative energy (zero: lowest compared OMol25 entry of this formula, charge and spin)   84.63 kJ/mol

Last column: Löwdin spin population.
Positions of all 65 atoms, in Å:
C: 1.926 0.509 3.149  0.00
N: 0.671 -0.179 3.436  0.00
C: -0.491 0.703 3.491  0.00
C: -1.349 0.681 2.186  0.00
P: -1.138 -1.025 1.420  0.00
O: -1.379 -2.131 2.416  0.00
O: -2.209 -1.152 0.124  0.00
O: 0.378 -1.127 0.705  0.00
C: -0.709 1.697 1.155  0.00
C: -1.408 3.084 1.035  0.03
C: -1.012 3.641 -0.399  0.00
C: -0.755 4.071 2.052  0.02
N: -2.872 3.045 1.067  0.35
O: -3.405 4.198 0.908  0.53
C: -3.461 2.293 2.181  0.03
C: -4.981 2.080 1.801  0.01
C: -3.507 3.104 3.541  0.02
C: -2.887 0.861 2.401  0.00
H: 1.970 1.558 3.510  0.00
H: 2.806 -0.013 3.572  0.00
H: 2.098 0.510 2.051  0.00
H: 0.733 -0.783 4.238  0.00
H: -1.089 0.410 4.378  0.00
H: -0.156 1.744 3.693  0.00
H: -2.415 -0.231 -0.080  0.00
H: 0.761 -1.984 0.910  0.00
H: -0.651 1.191 0.168  0.00
H: 0.339 1.906 1.434  0.00
H: -0.766 4.712 -0.327  0.00
H: -0.128 3.074 -0.741  0.00
H: -1.838 3.488 -1.116  0.00
H: 0.333 4.161 1.911  0.00
H: -1.272 5.046 2.007  0.00
H: -0.898 3.668 3.077  0.00
H: -5.533 3.030 1.812  0.00
H: -5.373 1.330 2.507  0.00
H: -4.995 1.664 0.773  0.00
H: -2.996 2.578 4.364  0.00
H: -3.127 4.131 3.401  0.00
H: -4.562 3.230 3.852  0.00
H: -3.510 0.161 1.815  0.00
H: -3.088 0.609 3.461  0.00
C: 0.346 -2.555 -2.255  0.00
O: 0.941 -3.172 -3.383  0.00
C: 1.134 -2.331 -4.504  0.00
C: 2.589 -2.035 -4.878  0.00
O: 3.472 -1.494 -3.910  0.00
C: 3.731 -2.203 -2.710  0.00
C: 4.346 -3.606 -2.777  0.00
O: 3.603 -4.569 -3.503  0.00
C: 4.213 -5.048 -4.686  0.00
H: -0.683 -2.909 -2.146  0.00
H: 0.889 -2.869 -1.361  0.00
H: 0.361 -1.466 -2.304  0.00
H: 0.589 -1.387 -4.377  0.00
H: 0.672 -2.834 -5.358  0.00
H: 2.545 -1.285 -5.675  0.00
H: 3.054 -2.897 -5.355  0.00
H: 2.843 -2.196 -2.081  0.00
H: 4.458 -1.590 -2.166  0.00
H: 4.388 -3.973 -1.745  0.00
H: 5.379 -3.555 -3.137  0.00
H: 5.064 -4.439 -5.001  0.00
H: 3.470 -5.050 -5.488  0.00
H: 4.540 -6.081 -4.537  0.00